# 1
{
  "formula": "C3H9BO2S",
  "method": "the ωB97M-V functional and the def2-TZVPD basis",
  "elements": ["B", "C", "C", "C", "O", "O", "S", "H", "H", "H", "H", "H", "H", "H", "H", "H"],
  "positions_angstrom": [[1.615, 0.170, -0.295], [-1.861, -1.506, 0.179], [0.803, 1.158, -1.169], [-1.155, 1.145, 0.615], [2.359, 0.710, 0.723], [1.474, -1.197, -0.390], [-2.390, 0.224, -0.121], [-1.535, -1.505, 1.171], [-1.000, -1.670, -0.495], [-2.638, -2.202, 0.158], [0.891, 2.168, -1.184], [0.210, 1.001, -2.105], [-0.582, 0.658, 1.276], [-1.313, 2.170, 0.658], [2.744, 0.232, 1.439], [2.376, -1.554, -0.460]],
  "nbo_charge": [1.0027, -0.7293, -0.6798, -0.5214, -0.9070, -0.9192, 0.3021, 0.2119, 0.2484, 0.2303, 0.1819, 0.1981, 0.1859, 0.2133, 0.4943, 0.4879],
  "e_above_lowest_kcal_mol": 71.3,
  "gap_ev": [7.111, 8.287],
  "spin_multiplicity": 1,
  "e_homo_ev": [-7.11, -7.88],
  "e_tot_ev": -18862.54636
}

# 2
{
  "formula": "C9H14O",
  "method": "the ωB97M-V functional and the def2-TZVPD basis",
  "elements": ["C", "C", "H", "H", "H", "H", "H", "H", "C", "C", "C", "C", "C", "C", "C", "O", "H", "H", "H", "H", "H", "H", "H", "H"],
  "positions_angstrom": [[-1.676, -2.101, -2.202], [-1.255, -1.154, -3.343], [-2.701, -1.938, -1.884], [-1.515, -3.119, -2.520], [-1.014, -1.811, -1.391], [-1.859, -0.279, -3.574], [-1.147, -1.690, -4.292], [-0.250, -0.745, -3.199], [1.262, -1.606, 1.667], [1.475, 0.853, 2.299], [0.860, -0.148, 1.544], [1.087, 2.173, 2.211], [0.175, 2.546, 1.222], [-0.147, 0.230, 0.656], [-0.326, 1.584, 0.367], [-0.024, 3.857, 0.865], [2.344, 0.529, 2.850], [1.520, 2.913, 2.866], [0.878, -1.994, 2.605], [2.343, -1.705, 1.682], [-0.777, -0.528, 0.212], [0.721, 4.418, 1.103], [-0.843, 1.836, -0.544], [0.867, -2.122, 0.798]],
  "nbo_charge": [-0.6139, -0.6174, 0.2089, 0.2102, 0.2007, 0.2079, 0.2020, 0.2022, -0.6245, -0.2001, -0.0345, -0.2758, 0.2892, -0.1925, -0.2593, -0.6841, 0.2082, 0.2121, 0.2183, 0.2155, 0.2076, 0.4808, 0.2236, 0.2146],
  "smiles": "Cc1ccc(O)cc1.CC",
  "e_above_lowest_kcal_mol": 17.5,
  "gap_ev": 9.330,
  "spin_multiplicity": 1,
  "e_homo_ev": -8.44,
  "e_tot_ev": -11606.87822
}

# 3
{
  "formula": "C25H27N5O3",
  "method": "the ωB97M-V functional and the def2-TZVPD basis",
  "elements": ["C", "C", "C", "C", "C", "N", "C", "N", "C", "N", "C", "C", "C", "C", "O", "H", "C", "O", "N", "H", "C", "H", "H", "C", "N", "C", "C", "H", "O", "C", "C", "H", "H", "H", "H", "H", "H", "H", "H", "H", "C", "C", "C", "C", "C", "C", "C", "H", "H", "H", "H", "H", "H", "H", "H", "H", "H", "H", "H", "H"],
  "positions_angstrom": [[-4.826, -0.052, -1.949], [-4.556, 1.120, -1.066], [-5.466, 2.106, -0.836], [-5.143, 3.188, 0.016], [-3.926, 3.227, 0.602], [-2.992, 2.253, 0.395], [-3.268, 1.180, -0.443], [-2.416, 0.217, -0.690], [-1.237, 0.306, -0.066], [-0.230, -0.583, -0.173], [0.810, -0.169, 0.638], [0.456, 1.020, 1.245], [-0.846, 1.337, 0.809], [-1.737, 2.408, 1.089], [-1.565, 3.372, 1.807], [1.040, 1.627, 1.908], [2.078, -0.905, 0.744], [2.409, -1.814, -0.006], [2.879, -0.491, 1.756], [2.594, 0.287, 2.328], [4.217, -0.996, 1.931], [4.312, -1.864, 1.276], [4.350, -1.318, 2.969], [5.312, 0.043, 1.602], [5.399, 0.524, 0.245], [4.415, 1.511, -0.160], [4.897, 2.140, -1.470], [4.171, 2.865, -1.842], [5.039, 1.168, -2.478], [5.948, 0.168, -2.080], [5.511, -0.504, -0.776], [6.267, -1.229, -0.468], [4.556, -1.026, -0.946], [5.981, -0.556, -2.895], [6.946, 0.611, -1.939], [5.861, 2.640, -1.295], [4.338, 2.282, 0.610], [3.420, 1.073, -0.334], [6.275, -0.420, 1.844], [5.186, 0.915, 2.251], [-0.342, -1.794, -0.956], [-1.454, -2.656, -0.418], [-2.517, -3.036, -1.224], [-3.544, -3.808, -0.709], [-3.522, -4.200, 0.618], [-2.464, -3.823, 1.428], [-1.435, -3.056, 0.912], [-0.608, -2.764, 1.544], [-2.440, -4.128, 2.464], [-4.326, -4.798, 1.021], [-4.368, -4.100, -1.345], [-2.541, -2.725, -2.257], [-0.556, -1.515, -1.992], [0.618, -2.313, -0.910], [-3.601, 4.013, 1.268], [-5.859, 3.972, 0.199], [-6.439, 2.068, -1.301], [-4.645, -0.974, -1.399], [-5.848, -0.034, -2.317], [-4.137, -0.043, -2.791]],
  "nbo_charge": [-0.6283, -0.0265, -0.1549, -0.2772, 0.0469, -0.3964, 0.4158, -0.5276, 0.3897, -0.3137, 0.0259, -0.2180, -0.2364, 0.6474, -0.6054, 0.2249, 0.6509, -0.6445, -0.6027, 0.3958, -0.2558, 0.2360, 0.1979, -0.2058, -0.4553, -0.2473, -0.0703, 0.1910, -0.5224, -0.0687, -0.2657, 0.2006, 0.1979, 0.1918, 0.1616, 0.1631, 0.1996, 0.1726, 0.1993, 0.1894, -0.2562, -0.0357, -0.1933, -0.2139, -0.2221, -0.2089, -0.1671, 0.2039, 0.2104, 0.2122, 0.2117, 0.2112, 0.2151, 0.2775, 0.2517, 0.2287, 0.2168, 0.2409, 0.2117, 0.2302],
  "smiles": "Cc1cccn2c(=O)c3cc(C(=O)NCCN4CCOCC4)n(Cc4ccccc4)c3nc12",
  "e_above_lowest_kcal_mol": 24.0,
  "gap_ev": 7.711,
  "spin_multiplicity": 1,
  "e_homo_ev": -7.71,
  "e_tot_ev": -39957.46429
}

# 4
{
  "formula": "C7H37O14S2",
  "method": "the ωB97M-V functional and the def2-TZVPD basis",
  "elements": ["C", "O", "C", "C", "C", "S", "S", "C", "O", "C", "C", "O", "H", "H", "H", "H", "H", "H", "H", "H", "H", "H", "H", "H", "H", "H", "H", "O", "H", "H", "O", "H", "H", "O", "H", "H", "O", "H", "H", "O", "H", "H", "O", "H", "H", "O", "H", "H", "O", "H", "H", "O", "H", "H", "O", "H", "H", "O", "H", "H"],
  "positions_angstrom": [[-3.110, 0.914, 3.798], [-3.329, 1.734, 2.654], [-2.217, 2.499, 2.253], [-1.288, 1.686, 1.348], [-2.040, 1.243, 0.077], [-1.394, 1.807, -1.528], [-2.827, 3.212, -2.013], [0.052, 2.872, -1.239], [1.047, 2.031, -0.754], [2.270, 2.749, -0.490], [3.413, 2.283, -1.323], [2.225, 3.631, 0.295], [-2.125, 1.100, 4.236], [-3.195, -0.144, 3.528], [-3.872, 1.141, 4.548], [-1.656, 2.883, 3.114], [-2.619, 3.360, 1.704], [-0.384, 2.260, 1.141], [-0.984, 0.775, 1.871], [-3.076, 1.596, 0.116], [-2.063, 0.158, -0.056], [-2.282, 3.455, -3.219], [-0.230, 3.703, -0.581], [0.281, 3.248, -2.247], [3.390, 2.871, -2.247], [4.343, 2.479, -0.793], [3.342, 1.225, -1.576], [-1.498, -2.109, -1.106], [-2.035, -2.685, -0.541], [-0.647, -2.566, -1.155], [-1.683, 3.083, 5.822], [-1.266, 3.178, 6.686], [-2.478, 3.623, 5.889], [6.570, 2.034, -0.230], [7.393, 1.593, 0.001], [6.419, 2.641, 0.502], [-1.477, -0.714, -3.907], [-1.965, 0.113, -3.936], [-1.713, -1.111, -3.056], [3.457, -0.817, -2.779], [3.553, -1.759, -2.996], [2.509, -0.657, -2.807], [4.318, -3.562, -2.521], [3.660, -4.117, -2.089], [5.146, -4.049, -2.480], [0.215, 0.438, 5.994], [-0.315, 1.240, 6.034], [0.383, 0.294, 5.059], [-2.281, -3.608, 1.369], [-1.380, -3.950, 1.450], [-2.403, -3.061, 2.151], [-0.494, -4.892, -0.668], [-0.397, -5.816, -0.924], [-1.439, -4.821, -0.479], [-1.806, -4.017, -3.891], [-1.801, -3.224, -4.441], [-1.700, -3.684, -2.993], [1.486, -4.455, -3.342], [1.430, -5.167, -3.987], [0.571, -4.167, -3.245]],
  "nbo_charge": [-0.2571, -0.5534, -0.0630, -0.4529, -0.5439, 0.7129, -0.0288, -0.2010, -0.5792, 0.8166, -0.7482, -0.5153, 0.1842, 0.1699, 0.1998, 0.2052, 0.1815, 0.2401, 0.2318, 0.2665, 0.2837, 0.1662, 0.2322, 0.2201, 0.2560, 0.2767, 0.2803, -0.9974, 0.5025, 0.4960, -0.9633, 0.4824, 0.4849, -0.9455, 0.4805, 0.4684, -0.9476, 0.4604, 0.4857, -0.9640, 0.5072, 0.4532, -0.9612, 0.4869, 0.4809, -0.9328, 0.4730, 0.4615, -0.9676, 0.4885, 0.4867, -0.9629, 0.4938, 0.4711, -0.9478, 0.4848, 0.4637, -0.9580, 0.4785, 0.4771],
  "total_charge": 1,
  "gap_ev": 8.789,
  "spin_multiplicity": 1,
  "e_homo_ev": -12.81,
  "e_tot_ev": -58187.27591
}

# 5
{
  "formula": "CH5N2Si",
  "method": "the ωB97M-V functional and the def2-TZVPD basis",
  "elements": ["C", "N", "N", "Si", "H", "H", "H", "H", "H"],
  "positions_angstrom": [[-1.853, 0.668, -0.002], [-0.303, 0.532, -0.009], [0.567, -0.313, 0.093], [2.234, -0.886, 0.010], [-2.035, 0.887, -1.065], [-2.229, -0.218, 0.212], [-2.045, 1.496, 0.691], [3.358, -0.288, 0.975], [2.306, -1.877, -0.905]],
  "nbo_charge": [-0.3976, 0.0567, -0.4316, 1.1935, 0.2614, 0.2114, 0.2664, -0.0335, -0.1266],
  "total_charge": 1,
  "smiles": "CN=[N+]=[SiH2]",
  "e_above_lowest_kcal_mol": 84.9,
  "gap_ev": [7.422, 7.163],
  "spin_multiplicity": 1,
  "e_homo_ev": [-13.68, -13.25],
  "e_tot_ev": -11964.23778
}

# 6
{
  "formula": "C37H46BBrCl3N6O3Pt",
  "method": "the ωB97M-V functional and the def2-TZVPD basis",
  "elements": ["Pt", "C", "C", "C", "C", "N", "N", "B", "N", "N", "C", "C", "C", "C", "C", "C", "C", "C", "N", "N", "C", "C", "C", "C", "C", "C", "C", "C", "C", "C", "C", "C", "H", "H", "H", "H", "H", "H", "H", "H", "H", "H", "H", "H", "H", "H", "H", "H", "H", "H", "H", "H", "H", "H", "H", "H", "H", "H", "H", "H", "H", "H", "H", "H", "H", "H", "H", "H", "H", "H", "H", "H", "Cl", "C", "C", "C", "Cl", "C", "O", "C", "Cl", "C", "H", "H", "Br", "C", "C", "C", "C", "C", "C", "C", "O", "O", "H", "H", "H", "H"],
  "positions_angstrom": [[0.247, 0.212, 0.064], [2.844, 4.389, -1.706], [2.766, 3.164, -0.860], [3.707, 2.638, 0.008], [3.128, 1.487, 0.557], [1.917, 1.336, 0.034], [1.689, 2.362, -0.831], [0.326, 2.479, -1.584], [-0.812, 2.689, -0.533], [-0.655, 2.228, 0.748], [-1.631, 2.734, 1.486], [-2.466, 3.521, 0.665], [-1.905, 3.478, -0.593], [-2.336, 4.143, -1.856], [-1.719, 2.579, 2.984], [-0.536, 1.791, 3.541], [-1.690, 3.989, 3.596], [-3.038, 1.893, 3.359], [0.181, 1.177, -2.463], [0.518, -0.039, -1.926], [0.622, -0.922, -2.911], [0.370, -0.261, -4.122], [0.107, 1.056, -3.801], [-0.192, 2.202, -4.705], [0.905, -2.394, -2.732], [1.780, -2.882, -3.893], [1.637, -2.687, -1.425], [-0.441, -3.134, -2.760], [3.696, 0.529, 1.575], [3.850, -0.858, 0.943], [2.761, 0.443, 2.787], [5.065, 1.027, 2.041], [3.808, 4.871, -1.561], [2.061, 5.101, -1.444], [2.735, 4.148, -2.764], [4.681, 3.043, 0.217], [0.356, 3.417, -2.323], [-3.338, 4.084, 0.953], [-3.268, 4.681, -1.696], [-2.499, 3.413, -2.650], [-1.586, 4.854, -2.206], [0.405, 2.262, 3.252], [-0.541, 0.762, 3.186], [-0.591, 1.784, 4.632], [-0.770, 4.509, 3.321], [-1.738, 3.924, 4.684], [-2.533, 4.591, 3.254], [-3.076, 0.882, 2.949], [-3.895, 2.454, 2.983], [-3.129, 1.824, 4.445], [0.373, -0.685, -5.111], [-0.295, 1.847, -5.728], [0.605, 2.946, -4.678], [-1.119, 2.701, -4.421], [2.725, -2.338, -3.928], [1.280, -2.765, -4.854], [2.000, -3.943, -3.763], [2.628, -2.231, -1.429], [1.762, -3.767, -1.319], [1.089, -2.308, -0.559], [-0.903, -3.054, -3.746], [-1.131, -2.716, -2.027], [-0.292, -4.195, -2.543], [2.895, -1.205, 0.546], [4.204, -1.575, 1.687], [4.569, -0.835, 0.122], [1.722, 0.291, 2.484], [2.790, 1.365, 3.370], [3.069, -0.376, 3.442], [5.787, 1.035, 1.223], [5.450, 0.363, 2.818], [5.001, 2.032, 2.460], [-0.387, -7.012, 4.814], [-0.601, -5.879, 3.585], [0.237, -4.745, 3.598], [0.100, -3.810, 2.621], [1.002, -2.420, 2.550], [-0.902, -4.033, 1.502], [-0.914, -3.357, 0.512], [-1.824, -5.228, 1.656], [-3.000, -5.393, 0.480], [-1.629, -6.129, 2.650], [0.966, -4.632, 4.388], [-2.241, -7.013, 2.756], [-3.007, -2.960, 3.396], [-3.995, -2.334, 1.880], [-5.295, -2.807, 1.795], [-6.100, -2.396, 0.745], [-5.598, -1.533, -0.217], [-4.291, -1.087, -0.128], [-3.462, -1.469, 0.926], [-2.062, -0.930, 0.958], [-1.599, -0.548, -0.182], [-1.404, -0.881, 1.994], [-5.675, -3.481, 2.550], [-7.120, -2.752, 0.686], [-6.223, -1.211, -1.038], [-3.875, -0.423, -0.874]],
  "lowdin_charge": [1.1952, -0.0099, -0.2482, 0.0492, -0.2155, -0.0617, 0.0396, -0.4748, 0.0177, 0.0464, -0.2374, 0.0376, -0.2642, -0.0106, -0.5369, -0.0577, -0.0413, -0.0269, 0.0454, -0.0349, -0.2148, 0.0448, -0.2534, -0.0060, -0.5310, -0.0434, -0.0660, -0.0306, -0.5358, -0.0514, -0.0656, -0.0520, 0.0851, 0.0893, 0.0842, 0.1137, 0.1133, 0.1147, 0.0845, 0.0755, 0.0854, 0.0759, 0.0436, 0.0926, 0.0927, 0.0867, 0.0803, 0.0684, 0.0852, 0.0898, 0.1154, 0.0865, 0.0845, 0.0734, 0.0947, 0.0782, 0.0896, 0.0815, 0.0924, 0.0191, 0.0897, 0.0716, 0.0867, 0.0257, 0.0874, 0.0960, 0.0213, 0.0938, 0.0786, 0.0902, 0.0909, 0.0903, 0.8763, -0.5997, -0.1082, -0.5571, 0.9794, -0.4419, 0.1150, -0.6091, 0.9144, -0.1265, 0.1257, 0.1268, 0.9887, -0.5394, -0.1367, -0.0612, -0.0469, 0.0060, -0.1498, -0.6414, -0.1646, -0.1085, 0.1006, 0.1140, 0.1137, 0.1257],
  "total_charge": 1,
  "e_above_lowest_kcal_mol": 0.0,
  "gap_ev": 3.661,
  "spin_multiplicity": 1,
  "e_homo_ev": -10.18,
  "e_tot_ev": -165727.34852
}

# 7
{
  "formula": "C3H10S2Si",
  "method": "the ωB97M-V functional and the def2-TZVPD basis",
  "elements": ["C", "C", "C", "Si", "S", "S", "H", "H", "H", "H", "H", "H", "H", "H", "H", "H"],
  "positions_angstrom": [[0.455, 1.203, -0.551], [0.524, 0.533, 0.861], [1.415, -0.743, 0.658], [-3.570, -0.844, -0.072], [0.504, -2.143, -0.114], [-3.743, 1.038, 0.386], [1.504, 1.206, -0.948], [-0.163, 0.601, -1.285], [-0.023, 2.208, -0.385], [-0.477, 0.208, 1.414], [1.026, 1.357, 1.542], [2.185, -0.434, -0.002], [1.922, -1.042, 1.663], [-3.991, -1.932, 0.721], [-3.001, -1.527, -1.333], [-0.361, -2.278, 0.890]],
  "nbo_charge": [-0.6263, -0.4098, -0.5173, 0.9748, -0.0387, -0.5990, 0.2010, 0.2172, 0.2221, 0.2096, 0.2102, 0.2115, 0.2184, -0.2102, -0.1721, 0.1085],
  "smiles": "[SiH2]=S.CCCS",
  "e_above_lowest_kcal_mol": 45.5,
  "gap_ev": 8.532,
  "spin_multiplicity": 1,
  "e_homo_ev": -9.27,
  "e_tot_ev": -32819.99442
}

# 8
{
  "formula": "C4H11NS",
  "method": "the ωB97M-V functional and the def2-TZVPD basis",
  "elements": ["C", "C", "C", "C", "S", "N", "H", "H", "H", "H", "H", "H", "H", "H", "H", "H", "H"],
  "positions_angstrom": [[0.292, 1.916, -1.658], [0.427, 0.858, -0.570], [-0.081, -0.499, -1.118], [-0.291, -1.511, 0.106], [-1.063, -0.832, 1.741], [1.864, 0.711, -0.236], [0.927, 1.712, -2.624], [-0.670, 2.253, -1.797], [0.848, 2.780, -1.250], [-0.300, 1.173, 0.200], [0.758, -0.818, -1.724], [-0.969, -0.537, -1.734], [0.701, -2.052, 0.244], [-1.202, -2.237, -0.167], [-2.279, -0.261, 1.409], [1.751, 0.114, 0.641], [2.320, 1.624, 0.049]],
  "nbo_charge": [-0.6050, -0.0632, -0.4309, -0.5071, -0.1192, -0.8429, 0.2072, 0.2082, 0.1956, 0.1837, 0.2248, 0.2122, 0.2409, 0.2300, 0.1400, 0.3578, 0.3679],
  "smiles": "C[C@H](N)CCS",
  "e_above_lowest_kcal_mol": 34.1,
  "gap_ev": 9.749,
  "spin_multiplicity": 1,
  "e_homo_ev": -8.98,
  "e_tot_ev": -16650.31344
}